Here is C6H10 in the gas phase at a distorted geometry from OMol25. Energies are from wB97M-V/def2-TZVPD.

Structure (XYZ):
```
16
Properties=species:S:1:pos:R:3
C -0.478 -0.430 2.112
C -0.318 -0.382 0.620
C -1.227 -0.917 -0.232
C 0.856 0.477 0.161
C 1.075 0.272 -1.304
C 0.620 1.022 -2.297
H 0.257 -1.062 2.607
H -0.456 0.552 2.590
H -1.458 -0.893 2.266
H -2.214 -0.868 0.220
H -0.931 -1.529 -1.069
H 1.724 0.152 0.753
H 0.752 1.537 0.390
H 1.462 -0.714 -1.555
H 0.298 2.041 -2.091
H 0.037 0.744 -3.172
```

Output
HOMO energy, eV: -8.61
SMILES string: C=CCC(=C)C
Gap between HOMO and LUMO, eV: 9.678
Max |F|, eV Å⁻¹: 2.27
Net charge: 0